Here is a gas-phase ion, C2H4NS (charge +1) from the Open Molecules 2025 dataset. Energies are from ωB97M-V/def2-TZVPD.

Results
SMILES string   [NH2+]=CC=S
HOMO-LUMO gap   0.3143 hartree
Net charge   +1
Multiplicity   1
Energy above the lowest of the compared OMol25 structures with the same formula, charge and spin   80.2 kJ/mol
Calculated total energy   -14454.5053 eV

Last column: Mulliken charge in e.
Positions of all 8 atoms, in Å:
1 C 0.6681 -0.1487 -0.0395  -0.06
2 C -0.1730 1.0467 -0.3986  -0.20
3 N -0.0591 -1.1563 0.0456  -0.13
4 S -0.5896 1.7580 0.9751  0.01
5 H 1.5611 0.0464 0.4532  0.42
6 H -0.5117 1.4029 -1.3460  0.38
7 H -0.1028 -1.6752 0.8954  0.29
8 H -0.7929 -1.2736 -0.5851  0.29



Here is C8H14S in the gas phase from the Open Molecules 2025 dataset. Energies are from ωB97M-V/def2-TZVPD.

Results
SMILES string   C[C@@H]1CCC[C@@]1(C)C=S
HOMO-LUMO gap   0.3171 hartree
Net charge   0
Multiplicity   1
Energy above the lowest of the compared OMol25 structures with the same formula, charge and spin   95.7 kJ/mol
Calculated total energy   -19356.4675 eV

Last column: Mulliken charge in e.
Positions of all 23 atoms, in Å:
1 C 0.4100 0.9050 2.0254  -0.54
2 C 1.0842 -1.3798 -0.8854  -0.59
3 C 0.9771 0.0684 -1.4923  -0.94
4 C 1.0125 -1.1085 0.6297  -1.50
5 C 0.1251 0.8634 -0.5136  0.14
6 C -0.0115 0.0124 0.7704  1.44
7 C -1.2326 1.3838 -1.2227  -1.53
8 C -1.3749 -0.6817 0.9381  -1.77
9 S 0.0334 0.7370 3.5588  -0.26
10 H 1.2555 1.4645 1.7003  0.34
11 H 0.1168 -1.8231 -1.1235  0.26
12 H 1.9354 -1.9242 -1.2040  0.45
13 H 2.0346 0.4158 -1.5469  0.27
14 H 0.5892 0.0941 -2.4589  0.50
15 H 0.6157 -1.9015 1.1105  0.49
16 H 1.8984 -0.8383 1.1180  0.56
17 H 0.5979 1.8473 -0.3294  0.32
18 H -1.6953 0.6174 -1.8842  0.34
19 H -1.1764 2.3850 -1.5635  0.41
20 H -1.9235 1.4738 -0.4211  0.37
21 H -1.5692 -1.5621 0.2710  0.32
22 H -2.3070 -0.1287 0.6142  0.33
23 H -1.3955 -0.9200 1.9090  0.60



Here is 6 unconnected molecules or ions with the total composition C30H50F6N12O7Si from the Open Molecules 2025 dataset. Energies are from ωB97M-V/def2-TZVPD.

Results
SMILES string   C=C[C@@](C#N)(CCCC(=O)OCC)[C@@](C#N)(C(F)(F)CC[Si](C)(C)c1ccccc1)C(F)(F)C(F)F.NC(N)=O.NC(N)=O.NC(N)=O.NC(N)=O.NC(N)=O
HOMO-LUMO gap   0.2240 hartree
Net charge   0
Multiplicity   1
Calculated total energy   -88297.3951 eV

Last column: Mulliken charge in e.
Positions of all 106 atoms, in Å:
1 C -2.6715 2.8900 2.5951  -0.76
2 C -1.5527 3.1916 1.6128  -0.54
3 C -1.2731 2.1008 0.4041  1.84
4 C -1.1617 0.6654 1.2695  -0.42
5 N -1.3344 -0.5558 1.7329  -0.69
6 C -2.5985 2.1202 -0.5477  -0.74
7 C -3.5367 0.7593 -0.4797  -0.48
8 C -4.5269 0.6773 0.8233  -0.06
9 C -5.5455 -0.6111 0.5819  0.18
10 O -6.4624 -0.9190 1.5147  -0.58
11 O -5.3473 -1.4042 -0.6678  -0.22
12 C -6.6946 -1.8718 -1.0368  0.05
13 C -6.6609 -2.4732 -2.5846  -0.89
14 C 0.1720 2.2435 -0.3505  0.66
15 C 1.2244 1.6305 0.8103  -0.69
16 N 2.0962 1.1025 1.6342  -0.71
17 C 0.3926 1.2974 -1.6683  1.00
18 F -0.5265 0.0993 -1.7382  -0.24
19 F 0.1062 2.0215 -2.9656  -0.38
20 C 1.8930 0.6547 -1.8557  -1.14
21 C 2.0893 -0.8623 -1.2880  0.01
22 Si 1.9848 -2.2902 -2.5483  0.48
23 C 1.8011 -1.8047 -4.3948  -1.03
24 C 0.3642 -3.3057 -2.0962  -0.67
25 C 3.4517 -3.5516 -2.2075  0.45
26 C 4.8527 -3.1581 -1.4527  -0.28
27 C 5.9322 -4.4159 -1.2294  -0.39
28 C 5.6174 -5.9760 -1.7164  -0.32
29 C 4.2079 -6.3533 -2.5061  -0.48
30 C 3.1492 -5.1094 -2.7243  -0.28
31 C 0.7360 3.7508 -0.6012  1.10
32 F 1.9476 3.7776 -1.5117  -0.31
33 F 1.3253 4.2059 0.7166  -0.30
34 C -0.2562 4.8822 -1.1821  0.00
35 F -1.2693 4.4734 -2.1709  -0.23
36 F -0.9666 5.7242 -0.1642  -0.26
37 H -3.7728 3.2657 2.4723  0.24
38 H -2.3504 2.1919 3.5085  0.25
39 H -0.9473 4.1577 1.8431  0.29
40 H -3.2948 3.0791 -0.4034  0.48
41 H -2.2504 2.1762 -1.6887  0.31
42 H -4.2607 0.8437 -1.4267  0.47
43 H -2.9197 -0.2425 -0.6831  0.08
44 H -3.9401 0.4493 1.8094  0.21
45 H -5.1656 1.6742 0.9537  0.24
46 H -7.4006 -0.9182 -0.9975  0.01
47 H -7.0829 -2.7224 -0.3316  0.24
48 H -7.7343 -2.2481 -3.0523  0.27
49 H -6.4880 -3.6377 -2.5545  0.28
50 H -5.8315 -1.9494 -3.2354  0.24
51 H 2.7740 1.3609 -1.4681  0.21
52 H 2.0818 0.5982 -3.0339  0.36
53 H 1.3444 -1.0423 -0.3903  0.03
54 H 3.1780 -0.9023 -0.7995  0.16
55 H 0.7099 -1.3354 -4.5157  0.25
56 H 1.8393 -2.7132 -5.1411  0.30
57 H 2.5468 -0.9578 -4.7583  0.29
58 H -0.3877 -3.3700 -2.9956  0.28
59 H 0.6453 -4.3846 -1.7285  0.01
60 H -0.1429 -2.7700 -1.1574  0.14
61 H 5.0715 -2.0553 -1.0926  0.21
62 H 6.9445 -4.1767 -0.6872  0.27
63 H 6.3632 -6.8650 -1.5270  0.27
64 H 3.9153 -7.4294 -2.8678  0.30
65 H 2.1349 -5.3538 -3.2748  0.20
66 H 0.4344 5.6727 -1.7575  0.29
67 C 2.7198 -1.3674 4.9093  0.60
68 O 3.7920 -0.9886 5.3539  -0.66
69 N 2.1775 -0.8601 3.7876  -0.15
70 N 1.9848 -2.3260 5.5013  -0.38
71 H 1.2959 -1.1590 3.4061  0.13
72 H 2.6987 -0.1359 3.3109  0.18
73 H 2.3571 -2.7346 6.3486  0.23
74 H 1.0998 -2.6511 5.1503  0.16
75 C 6.0198 3.6110 2.5337  0.64
76 O 7.0920 3.9898 2.9782  -0.77
77 N 5.4775 4.1183 1.4120  -0.30
78 N 5.2848 2.6523 3.1256  -0.27
79 H 4.5959 3.8194 1.0304  0.16
80 H 5.9987 4.8425 0.9352  0.19
81 H 5.6571 2.2438 3.9729  0.18
82 H 4.3998 2.3273 2.7747  0.13
83 C -1.2955 -6.4690 -0.7105  0.73
84 O -0.4956 -6.8091 -1.5680  -0.64
85 N -2.6218 -6.6543 -0.8387  -0.42
86 N -0.9223 -5.8788 0.4392  -0.39
87 H -3.2959 -6.3811 -0.1437  0.16
88 H -2.9450 -7.0955 -1.6896  0.22
89 H 0.0676 -5.7209 0.5756  0.23
90 H -1.5660 -5.5918 1.1570  0.17
91 C 7.2919 6.6672 5.7833  0.61
92 O 7.1180 5.6414 6.4223  -0.65
93 N 7.4384 7.8709 6.3658  -0.39
94 N 7.3529 6.6855 4.4396  -0.32
95 H 7.5825 8.7265 5.8566  0.16
96 H 7.3989 7.9014 7.3761  0.23
97 H 7.2474 5.8001 3.9616  0.25
98 H 7.4954 7.5199 3.8960  0.15
99 C -9.4094 0.0847 -3.3867  0.68
100 O -9.3508 -1.0153 -2.8601  -0.68
101 N -9.8374 0.2646 -4.6493  -0.41
102 N -9.0516 1.2152 -2.7516  -0.37
103 H -9.8927 1.1623 -5.1002  0.15
104 H -10.1164 -0.5609 -5.1631  0.23
105 H -8.7235 1.1242 -1.7989  0.23
106 H -9.0928 2.1298 -3.1685  0.17